# 1
{
  "formula": "C16H26Cl2N2O3PRe",
  "method": "ωB97M-V/def2-TZVPD",
  "elements": ["C", "C", "H", "H", "H", "O", "Cl", "Re", "P", "C", "C", "H", "H", "H", "C", "H", "H", "H", "H", "H", "H", "C", "O", "Cl", "C", "C", "N", "C", "C", "C", "O", "C", "C", "C", "C", "N", "C", "H", "H", "H", "H", "H", "H", "H", "H", "H", "H", "H", "H", "H", "H"],
  "coordinates": [[-2.573, 1.971, 1.193], [-1.197, 1.441, 0.875], [-2.701, 3.003, 0.823], [-2.658, 1.961, 2.300], [-3.372, 1.327, 0.790], [-0.072, 1.839, 1.123], [-1.354, -0.510, 1.832], [0.322, -0.273, -0.213], [-1.322, -0.630, -1.685], [-0.924, -0.127, -3.398], [-1.718, -2.420, -1.881], [-3.480, -0.366, -0.603], [-3.613, -0.333, -2.374], [-3.038, 1.108, -1.507], [-3.022, 0.015, -1.518], [-1.856, -2.864, -0.887], [-2.643, -2.548, -2.458], [-1.740, -0.414, -4.072], [0.006, -0.610, -3.723], [-0.894, -2.941, -2.384], [-0.788, 0.960, -3.443], [1.364, 0.783, -1.434], [2.003, 1.416, -2.197], [1.304, -2.217, -0.726], [6.707, 4.011, 2.683], [6.255, 3.165, 3.850], [5.448, 1.990, 3.489], [6.243, 0.795, 3.104], [6.897, 0.146, 4.308], [4.186, 2.200, 2.964], [3.756, 3.324, 2.702], [3.330, 0.981, 2.822], [3.270, 0.010, 3.822], [2.418, -1.063, 3.638], [1.642, -1.131, 2.471], [1.690, -0.153, 1.539], [2.502, 0.903, 1.700], [7.256, 3.423, 1.938], [7.355, 4.810, 3.057], [5.831, 4.472, 2.216], [7.105, 2.770, 4.416], [5.635, 3.785, 4.508], [5.598, 0.061, 2.603], [7.007, 1.125, 2.375], [6.157, -0.069, 5.086], [7.332, -0.805, 3.987], [7.682, 0.776, 4.734], [3.868, 0.087, 4.722], [2.330, -1.851, 4.363], [0.929, -1.930, 2.294], [2.458, 1.700, 0.949]],
  "forces_ev_per_angstrom": [[-0.6448, 0.2262, -1.0820], [1.8272, 1.3931, 4.3647], [0.2476, -0.3511, 0.0564], [0.4206, -0.0691, -0.4698], [0.5018, 0.3139, 0.1964], [-3.2410, -1.5430, -2.8478], [0.3445, -0.0615, -1.5220], [2.4995, -0.1295, 4.7207], [-3.3793, -1.2072, -4.2963], [0.1717, 0.1453, 0.1942], [0.3239, -0.0732, 0.4671], [-0.0334, -0.0346, -0.0630], [0.2716, 0.0336, 0.1431], [-0.0434, -0.0749, -0.0882], [0.0554, 0.3865, 0.4773], [-0.0393, -0.0377, -0.2036], [0.2584, 0.2072, 0.1160], [0.1839, 0.0152, 0.1537], [-0.1873, 0.0567, 0.0088], [-0.1957, 0.1594, 0.1039], [-0.0493, -0.1549, -0.0733], [2.9641, 2.8512, -4.2583], [-2.8154, -2.7161, 3.5667], [-0.4764, 0.7382, -0.0795], [0.0094, 0.4193, -1.1937], [-0.5038, -0.4983, 1.6199], [2.5550, 0.8128, -1.1376], [-0.5593, -0.2969, -0.2625], [0.1955, -0.1325, 0.5562], [-2.6180, 0.9510, -0.1626], [1.2027, -1.7410, 0.4611], [-0.2388, 0.4472, -0.5451], [-0.0954, -0.0499, -0.4323], [-0.6050, -0.2048, -0.8458], [0.6811, 0.7548, 0.5055], [0.1559, -0.1275, 0.1122], [0.2554, -0.3706, 0.6615], [-0.0301, 0.1650, 0.2011], [-0.0695, -0.2713, 0.0352], [0.2894, -0.0670, 0.0390], [-0.1274, 0.1635, -0.1464], [0.0622, -0.1018, -0.0620], [0.0983, 0.4457, 0.1070], [-0.2712, 0.1517, 0.3155], [0.1797, 0.0055, -0.0991], [0.0347, 0.2013, 0.0475], [-0.0703, -0.2331, -0.0381], [-0.0296, 0.0146, -0.0236], [-0.0025, -0.1365, 0.2243], [0.2965, -0.0230, 0.0936], [0.2402, -0.3520, 0.3841]],
  "lowdin_spin": [0.003, 0.045, 0.000, 0.003, 0.000, 0.015, 0.107, 1.295, 0.039, 0.005, 0.021, 0.000, 0.000, -0.001, 0.015, 0.000, 0.001, 0.001, 0.000, 0.003, 0.000, 0.043, 0.078, 0.302, 0.058, 0.059, 0.506, 0.053, 0.034, 0.005, 0.249, -0.003, 0.003, 0.003, -0.002, 0.008, -0.003, 0.002, 0.003, 0.002, 0.007, 0.012, 0.000, 0.025, 0.000, 0.002, 0.001, 0.002, 0.000, 0.001, 0.000],
  "gap_ev": [7.3, 6.3],
  "total_charge": 3,
  "multiplicity": 4,
  "lumo_energy_ev": [-11.72, -12.70]
}


# 2
{
  "formula": "C35H64BrCl6KMgN5O5",
  "method": "ωB97M-V/def2-TZVPD",
  "elements": ["C", "C", "C", "C", "C", "C", "C", "C", "C", "N", "C", "C", "N", "N", "C", "C", "C", "O", "H", "H", "H", "H", "H", "H", "H", "H", "H", "H", "H", "H", "H", "H", "H", "H", "H", "H", "H", "H", "H", "H", "H", "C", "C", "O", "H", "H", "H", "H", "H", "C", "C", "C", "C", "C", "C", "H", "H", "H", "H", "H", "H", "H", "H", "H", "H", "H", "H", "H", "H", "C", "C", "C", "O", "C", "N", "H", "H", "H", "H", "H", "H", "H", "H", "H", "H", "H", "C", "C", "C", "C", "C", "C", "N", "O", "O", "H", "H", "H", "H", "H", "Mg", "C", "Cl", "Cl", "H", "H", "Br", "K", "C", "Cl", "Cl", "H", "H", "C", "Cl", "Cl", "H", "H"],
  "coordinates": [[-6.494, -1.766, 4.636], [-5.849, -3.068, 4.337], [-6.406, -3.580, 2.989], [-5.549, -4.707, 2.411], [-4.154, -4.251, 1.961], [-3.069, -5.338, 2.061], [-2.657, -5.934, 0.702], [-1.202, -5.588, 0.294], [-1.162, -5.453, -1.165], [-1.105, -5.408, -2.300], [-0.190, -6.672, 0.754], [-0.661, -7.325, 1.990], [-1.017, -7.812, 2.961], [1.187, -6.196, 1.018], [2.146, -7.271, 0.728], [1.525, -5.008, 0.263], [1.400, -3.714, 1.012], [1.873, -5.059, -0.873], [-5.948, -0.996, 5.483], [-7.533, -1.862, 4.927], [-6.429, -1.053, 3.777], [-6.086, -3.800, 5.108], [-4.769, -2.944, 4.268], [-6.436, -2.766, 2.264], [-7.427, -3.935, 3.120], [-5.451, -5.493, 3.163], [-6.070, -5.113, 1.544], [-4.244, -3.923, 0.923], [-3.847, -3.375, 2.532], [-3.391, -6.129, 2.735], [-2.188, -4.875, 2.510], [-2.831, -7.007, 0.636], [-3.291, -5.485, -0.063], [-0.992, -4.629, 0.764], [-0.173, -7.451, -0.016], [3.107, -7.031, 1.174], [1.776, -8.203, 1.150], [2.290, -7.404, -0.346], [2.384, -3.275, 1.172], [0.753, -3.030, 0.465], [0.952, -3.879, 1.988], [-7.884, 0.951, 1.547], [-8.866, 0.039, 2.297], [-8.231, -0.618, 3.308], [-7.089, 0.388, 1.062], [-8.401, 1.537, 0.767], [-7.448, 1.642, 2.232], [-9.350, -0.573, 1.516], [-9.710, 0.693, 2.647], [7.161, -1.342, -0.684], [6.387, -0.047, -0.908], [5.173, 0.106, 0.006], [4.091, -0.964, -0.166], [3.522, -1.089, -1.580], [2.841, 0.197, -2.036], [6.553, -2.224, -0.894], [8.035, -1.389, -1.334], [7.509, -1.413, 0.349], [6.084, 0.021, -1.958], [7.052, 0.801, -0.734], [4.737, 1.098, -0.151], [5.505, 0.092, 1.048], [3.270, -0.746, 0.526], [4.485, -1.939, 0.133], [2.798, -1.907, -1.607], [4.304, -1.355, -2.293], [2.024, 0.439, -1.345], [2.410, 0.090, -3.037], [3.537, 1.043, -2.061], [-10.772, 4.694, -3.245], [-10.985, 4.788, -1.737], [-9.699, 4.644, -0.916], [-9.180, 3.326, -0.814], [-8.460, 2.873, -1.952], [-12.019, 3.829, -1.348], [-10.665, 3.661, -3.572], [-11.635, 5.107, -3.763], [-9.888, 5.251, -3.561], [-11.368, 5.789, -1.520], [-9.929, 4.942, 0.113], [-8.921, 5.325, -1.285], [-7.893, 3.687, -2.410], [-9.119, 2.426, -2.697], [-7.767, 2.104, -1.612], [-12.280, 3.968, -0.377], [-11.625, 2.894, -1.379], [9.581, 1.177, 0.298], [10.527, 1.054, -0.713], [10.932, 2.171, -1.424], [10.377, 3.394, -1.096], [9.430, 3.543, -0.103], [9.031, 2.415, 0.598], [10.818, 4.593, -1.832], [11.639, 4.447, -2.716], [10.339, 5.662, -1.512], [9.272, 0.301, 0.854], [10.952, 0.088, -0.946], [11.666, 2.099, -2.212], [9.022, 4.516, 0.122], [8.289, 2.509, 1.380], [1.198, 1.950, -1.723], [5.117, 4.296, -1.746], [4.270, 4.391, -0.194], [6.809, 3.821, -1.531], [4.627, 3.549, -2.359], [5.083, 5.264, -2.226], [-5.180, -1.252, 6.921], [-8.141, 2.956, 2.993], [3.173, 7.102, -4.048], [2.608, 5.534, -3.439], [4.914, 7.112, -4.346], [2.661, 7.307, -4.979], [2.947, 7.853, -3.302], [13.238, 7.189, -1.683], [13.977, 7.493, -0.101], [14.367, 7.473, -3.011], [12.914, 6.160, -1.719], [12.392, 7.854, -1.800]],
  "forces_ev_per_angstrom": [[-0.9926, -2.0996, -1.8857], [0.1071, 0.0656, 0.3611], [0.1204, -0.0399, -0.4408], [0.2311, 0.1291, 0.2174], [-0.2432, -0.1068, -0.0989], [0.1526, 0.1181, -0.1361], [-0.2912, 0.3088, -0.2130], [-0.5687, -0.3737, 0.1434], [0.4410, -0.0494, 1.1699], [-0.1215, 0.1193, -1.1992], [0.2773, 0.1234, 0.3049], [0.1919, 0.3590, -0.4061], [-0.2094, -0.3124, 0.5046], [-0.0671, -0.1664, -0.2682], [-0.0066, -0.0621, -0.1495], [-0.4999, 0.1353, 0.5303], [-0.4882, 0.0036, 0.5188], [0.6219, -0.0281, -0.7992], [0.8028, 0.6816, 1.0603], [0.0548, 0.3645, 0.6440], [0.0857, 0.8906, 0.5817], [0.1434, -0.0558, 0.0260], [0.0280, -0.1020, -0.0202], [-0.0999, 0.1045, 0.0208], [-0.0905, 0.1384, 0.0725], [-0.0659, -0.1120, -0.0578], [-0.1227, -0.2152, 0.1240], [0.1243, 0.1842, 0.0110], [0.0445, 0.0117, 0.0531], [0.0686, -0.0059, 0.0860], [0.0697, -0.1863, 0.1763], [0.1018, -0.0670, 0.0653], [-0.0901, -0.0993, -0.0591], [0.2547, 0.0614, -0.1125], [-0.0452, 0.0435, -0.1231], [0.0350, -0.0177, 0.1063], [0.0533, -0.0055, 0.1635], [-0.0643, -0.0533, -0.0694], [0.0398, 0.0905, -0.2000], [0.2734, 0.1547, -0.2141], [0.0568, -0.0501, 0.1061], [-0.1872, -0.6899, -1.3640], [0.6981, 0.2285, -0.8512], [-0.4103, 0.3580, 0.8108], [-0.0478, -0.1536, 0.0699], [0.1284, -0.0291, 0.0723], [1.8839, -2.9706, -1.6066], [0.0182, -0.2738, 0.2481], [0.1527, -0.2973, 0.3525], [-0.0168, 0.0419, -0.0659], [0.0276, -0.0516, 0.0614], [-0.0798, 0.0481, -0.0707], [0.0489, -0.1029, -0.0001], [0.0183, 0.0606, 0.0891], [0.5432, -0.8133, -0.1880], [-0.0039, -0.0076, 0.0147], [0.0222, -0.0014, 0.0050], [-0.0323, -0.0333, 0.0136], [-0.0107, 0.0149, 0.0090], [-0.0295, 0.0039, -0.0577], [0.0018, -0.0043, 0.0446], [0.0202, 0.0045, 0.0128], [0.0014, 0.0077, -0.0023], [0.0434, -0.0008, 0.0135], [-0.0056, -0.0115, -0.0165], [0.0415, -0.0063, 0.0194], [0.8791, -1.2961, 0.2432], [-0.0859, 0.0700, 0.0517], [-0.0965, 0.0450, 0.0762], [0.0198, 0.0849, -0.0382], [-0.0417, -0.1824, -0.1644], [-0.0246, 0.1659, 0.1269], [0.0530, 0.0198, 0.1174], [0.0311, -0.1084, 0.0550], [0.1452, -0.0106, 0.2454], [0.0133, -0.0102, 0.0214], [-0.0320, -0.0282, 0.0035], [0.0021, -0.0006, 0.0000], [0.0400, 0.0114, 0.0411], [0.0019, -0.0344, 0.0091], [-0.0204, -0.0287, -0.0678], [-0.0072, -0.0043, -0.0120], [-0.0043, 0.0633, -0.0299], [0.0252, 0.0166, 0.0042], [-0.1153, 0.0879, -0.0318], [-0.0496, -0.0282, -0.1357], [0.0442, 0.0176, -0.0104], [-0.0535, -0.0019, 0.0453], [0.0361, -0.0880, -0.0322], [0.0250, 0.0621, -0.0523], [0.1127, -0.0376, 0.2553], [0.0670, -0.0158, 0.0152], [-0.1014, -0.0480, -0.0296], [0.0374, -0.0442, -0.0003], [-0.0192, 0.0220, 0.0334], [0.0018, 0.0030, -0.0052], [0.0035, -0.0119, -0.0016], [0.0089, 0.0542, -0.0118], [0.0542, 0.0226, -0.0312], [-0.0136, 0.0004, 0.0005], [-1.3306, 2.0129, -0.2696], [0.0925, -0.0815, 0.0456], [-0.0216, -0.0090, -0.0351], [-0.2095, 0.0065, -0.1146], [-0.0197, -0.0077, -0.0031], [0.0652, 0.0201, 0.0563], [-0.6134, 0.1628, -0.9007], [-1.9401, 3.8319, 2.4154], [-0.0596, -0.0378, 0.0187], [-0.1718, 0.0836, -0.0803], [0.0386, 0.0114, -0.0037], [0.0177, -0.0176, -0.0314], [0.0179, 0.0051, 0.0238], [-0.0262, 0.0654, 0.0280], [-0.0205, -0.0045, 0.0044], [-0.0004, -0.0079, -0.0091], [0.0912, -0.0445, -0.0493], [0.0146, 0.0432, 0.0062]],
  "mulliken_charge": [-0.601, -0.396, -0.707, -0.867, -0.673, -0.784, -1.829, 0.720, -0.020, -0.551, 0.580, 0.082, -0.578, 0.060, -1.038, 0.343, -1.012, -0.502, 0.212, 0.433, 0.276, 0.349, 0.485, 0.240, 0.498, 0.413, 0.327, 0.408, 0.358, 0.577, 0.376, 0.515, 0.647, 0.134, 0.233, 0.353, 0.344, 0.388, 0.206, 0.340, 0.420, -1.091, -0.537, -0.596, 0.372, 0.200, 0.411, 0.301, 0.373, -1.418, 0.605, -0.673, -0.662, -0.517, -0.647, 0.407, 0.355, 0.267, 0.269, -0.398, 0.154, 0.428, 0.396, 0.311, 0.291, 0.342, 0.076, 0.492, 0.058, -1.396, 0.355, -0.799, -0.280, -0.756, -0.695, 0.298, 0.348, 0.351, 0.409, 0.306, 0.410, 0.349, 0.234, 0.265, 0.249, 0.296, -0.534, -0.504, -0.494, 0.306, -0.823, -0.239, 1.023, -0.603, -0.573, 0.525, 0.428, 0.488, 0.567, 0.404, -0.023, -0.016, -0.161, -0.092, 0.162, 0.038, -0.091, 0.949, -0.307, -0.132, -0.151, 0.296, 0.275, 0.223, -0.171, -0.170, -0.126, 0.254],
  "gap_ev": 1.2,
  "total_charge": 1,
  "lumo_energy_ev": -6.42
}


The following DFT total energy values (in eV) correspond, in order, to the records above: -62571.103, -221950.013.
The following F_max values (in eV Å⁻¹) correspond, in order, to the records above: 5.9, 4.9.